No. 1
12
Properties=species:S:1:pos:R:3 method="wB97M-V/def2-TZVPD" homo_lumo_gap_ha=0.3871 e_above_lowest_kj_mol=106.14 total_charge=0 smiles="CC(C=O)C=O"
C 1.0788 0.4390 0.6808
C -0.3147 0.2520 0.0851
C -0.3404 0.2016 -1.4368
O -1.3448 0.3582 -2.0842
C -1.0058 -1.0253 0.5681
O -0.5105 -1.8193 1.3259
H 1.1080 1.2933 1.3631
H 1.3679 -0.4572 1.2396
H 1.8290 0.6148 -0.1003
H -1.0038 1.0646 0.3549
H 0.6320 -0.0236 -1.9233
H -2.0206 -1.1748 0.1503


No. 2
10
Properties=species:S:1:pos:R:3 method="wB97M-V/def2-TZVPD" homo_lumo_gap_ha=0.3799 e_above_lowest_kj_mol=44.17 total_charge=0 smiles="N[Si@H](O)[N+](=O)[O-]"
N 1.1164 -0.1853 1.0335
N -1.4547 -0.2130 0.0200
O -1.6507 -0.6951 1.2373
O -2.3650 0.1377 -0.6855
O 0.6723 1.3388 -1.0612
Si 0.2894 -0.0792 -0.4029
H 1.0127 -0.8255 1.8476
H 2.1175 -0.3806 0.8236
H -0.0280 1.9639 -1.2270
H 0.2900 -1.0617 -1.5853


No. 3
89
Properties=species:S:1:pos:R:3 method="wB97M-V/def2-TZVPD" homo_lumo_gap_ha=0.2257 e_above_lowest_kj_mol=48.04 total_charge=0
W 0.2505 -0.0269 -0.0462
O -1.8822 -0.7551 -0.8015
S -3.3760 -0.8898 -0.8491
C -4.0615 -0.2950 0.6922
C -3.5942 1.0373 1.2702
C -3.6321 0.9861 2.7966
C -3.4423 2.3456 3.4511
S -1.7644 2.9979 3.2856
O -0.6187 -0.2219 1.3968
C -0.9493 2.0561 4.5494
C -1.2381 2.2572 5.8966
C -0.5709 1.5331 6.8703
C 0.4066 0.6141 6.5061
C 0.7038 0.4209 5.1665
C 0.0250 1.1334 4.1865
C -3.9630 0.3308 -1.9993
C -3.6267 1.6785 -1.8898
C -4.0655 2.5658 -2.8566
C -4.8352 2.1090 -3.9212
C -5.1644 0.7678 -4.0256
C -4.7213 -0.1317 -3.0635
H -3.8639 -1.1185 1.3838
H -5.1388 -0.2955 0.4938
H -4.2599 1.8326 0.9194
H -2.5860 1.2834 0.9340
H -2.8582 0.2959 3.1471
H -4.5961 0.5811 3.1275
H -3.7038 2.3056 4.5093
H -4.0950 3.0917 2.9904
H -1.9798 2.9931 6.1813
H -0.8024 1.6939 7.9148
H 0.9360 0.0563 7.2678
H 1.4588 -0.2969 4.8708
H 0.2433 0.9668 3.1420
H -3.0079 2.0222 -1.0734
H -3.7956 3.6114 -2.7869
H -5.1684 2.8066 -4.6783
H -5.7527 0.4162 -4.8615
H -4.9607 -1.1837 -3.1419
C 3.8345 -0.3052 3.2552
C 2.8502 0.1646 2.2217
S 2.0125 -1.0921 1.3475
C 2.5872 1.4468 1.9715
C 3.2258 2.5957 2.7002
S 1.4124 1.9082 0.7635
H 3.9649 -1.3847 3.2189
H 3.5043 -0.0437 4.2627
H 4.8128 0.1528 3.0993
H 2.8278 2.6860 3.7144
H 3.0406 3.5407 2.1931
H 4.3065 2.4599 2.7727
O 3.5502 -3.6075 -3.4463
C 2.5747 -4.3370 -2.9328
O 2.4311 -5.5066 -3.1767
C 1.6245 -3.6346 -2.0195
C 0.5658 -4.2323 -1.3339
Cl 0.0918 -5.8532 -1.2660
N -0.0547 -3.2939 -0.5781
N 0.5544 -2.0984 -0.7731
C 1.5749 -2.3021 -1.5960
C 2.4127 -1.0826 -1.8853
O 3.4140 -1.1747 -2.5822
O 1.9332 -0.0401 -1.3210
C -1.1016 -3.5053 0.3794
C -0.8413 -3.2171 1.7067
C -1.8383 -3.4580 2.6417
C -3.0516 -4.0029 2.2439
C -3.2808 -4.3026 0.9060
C -2.3019 -4.0472 -0.0416
H 3.5243 -2.6528 -3.1488
H 0.1196 -2.8169 2.0125
H -1.6514 -3.2321 3.6824
H -3.8203 -4.2009 2.9787
H -4.2248 -4.7295 0.5961
H -2.4713 -4.2626 -1.0873
Cl -1.3867 6.1698 -5.7096
C -1.1040 4.8164 -4.6566
C -0.9993 5.0333 -3.2913
C -0.7859 3.9493 -2.4547
C -0.6831 2.6736 -2.9932
C -0.7724 2.4724 -4.3674
C -0.9865 3.5490 -5.2102
C -0.5037 1.4867 -2.1216
O -0.5559 1.6856 -0.8272
O -0.3105 0.3514 -2.5558
H -1.0776 6.0357 -2.8977
H -0.6968 4.0888 -1.3854
H -0.6816 1.4703 -4.7606
H -1.0601 3.4165 -6.2795


No. 4
89
Properties=species:S:1:pos:R:3 method="wB97M-V/def2-TZVPD" homo_lumo_gap_ha="0.2251 / 0.2356" e_above_lowest_kj_mol=0.00 total_charge=+2 spin_multiplicity=2
W 0.7940 0.7906 -0.3829
Cl 0.5734 -2.2672 -6.5718
C 0.8172 -2.0051 -4.8921
C 0.7100 -0.7141 -4.3992
C 0.8989 -0.4810 -3.0449
N 0.7806 0.7692 -2.3755
C 0.6578 1.9671 -3.0967
O 0.2303 2.0965 -4.2134
C 1.1206 3.1387 -2.2855
C 1.3611 4.3747 -2.8446
C 1.8382 5.3853 -2.0209
C 2.0423 5.1142 -0.6735
C 1.7590 3.8493 -0.1916
N 1.3018 2.8793 -0.9882
C 1.2049 -1.5389 -2.1841
C 1.3007 -2.8322 -2.6783
C 1.1034 -3.0648 -4.0307
Cl 1.2142 -4.6749 -4.6125
N 1.3092 -1.1505 -0.8316
C 1.7116 -2.0183 0.1512
O 2.2011 -3.1169 0.0020
C 1.4878 -1.4595 1.5281
C 1.7588 -2.2304 2.6401
C 1.5271 -1.6972 3.8978
C 1.0353 -0.4021 3.9891
C 0.7868 0.3107 2.8318
N 1.0098 -0.2042 1.6126
H 0.4554 0.0837 -5.0765
H 1.1888 4.5153 -3.9028
H 2.0572 6.3654 -2.4215
H 2.4232 5.8713 -0.0035
H 1.8955 3.5888 0.8507
H 1.5280 -3.6600 -2.0270
H 2.1320 -3.2338 2.4868
H 1.7173 -2.2789 4.7894
H 0.8242 0.0497 4.9478
H 0.3884 1.3142 2.8614
C -2.2966 4.8281 1.9484
O -1.3031 3.7805 1.8773
C -1.1960 3.0223 0.8128
O -0.3671 2.0931 0.8745
N -1.9657 3.2696 -0.2565
N -1.9312 2.3819 -1.3357
H -2.1766 5.2679 2.9315
H -3.2981 4.4071 1.8586
H -2.1077 5.5845 1.1866
H -2.6849 3.9765 -0.2139
H -1.9027 2.9074 -2.2060
H -2.7609 1.7935 -1.3279
O 2.8898 1.0189 -0.0176
N 3.7497 0.2595 0.6741
C 4.3920 -0.7281 0.0300
C 5.2952 -1.5155 0.7111
C 5.5363 -1.2715 2.0532
C 4.8676 -0.2290 2.6856
C 3.9723 0.5311 1.9717
H 4.1412 -0.8464 -1.0138
H 5.7958 -2.3120 0.1807
H 6.2434 -1.8778 2.6018
H 5.0430 0.0036 3.7258
H 3.4206 1.3661 2.3746
C -3.0963 -1.8644 4.2169
C -2.5603 -0.9448 3.1273
C -3.5006 -0.8339 1.9347
C -2.9786 0.1161 0.8490
Ge -1.4639 -0.6718 -0.1619
C -2.1427 -1.1217 -1.9550
C -3.4274 -1.9764 -1.9054
C -3.1708 -3.4436 -2.2465
C -2.2168 -4.1424 -1.2838
H -2.4005 -1.9439 5.0528
H -3.2670 -2.8693 3.8286
H -4.0442 -1.4940 4.6085
H -1.5894 -1.3172 2.7812
H -2.3860 0.0568 3.5395
H -4.4794 -0.4892 2.2800
H -3.6593 -1.8318 1.5137
H -2.7128 1.0661 1.3173
H -3.7743 0.3184 0.1244
H -1.0781 -1.9648 0.5831
H -1.3746 -1.6576 -2.5146
H -2.3046 -0.1857 -2.4974
H -4.1531 -1.5714 -2.6134
H -3.9082 -1.9237 -0.9217
H -2.7736 -3.5049 -3.2641
H -4.1261 -3.9718 -2.2540
H -1.2192 -3.6953 -1.3061
H -2.1074 -5.1948 -1.5427
H -2.5870 -4.0884 -0.2569


No. 5
113
Properties=species:S:1:pos:R:3 method="wB97M-V/def2-TZVPD" homo_lumo_gap_ha=0.2329 total_charge=+3
Pt -0.3962 0.0454 -0.3646
O -0.5305 -2.2859 -1.1320
C 0.1806 -3.2694 -1.0319
C 1.3693 -3.3814 -0.1899
C 2.1395 -4.5207 -0.4075
C 3.3359 -4.6849 0.2546
C 3.8018 -3.7318 1.1289
C 3.0215 -2.6064 1.3672
C 1.8025 -2.4389 0.7493
O 1.0730 -1.2595 1.0977
N 4.1368 -5.9096 0.0108
O 3.6848 -6.6919 -0.7902
O 5.1623 -6.0135 0.6363
H -0.0367 -4.1496 -1.6558
H 1.8149 -5.2771 -1.1116
H 4.7594 -3.8772 1.6123
H 3.3723 -1.8485 2.0544
C 4.4575 0.2835 -0.6326
S 4.1675 2.0615 -0.5057
C 2.6016 2.0615 0.3855
C 2.6846 1.5830 1.8269
C 1.4352 1.7866 2.6973
N 0.2348 0.8406 2.5213
P -1.0340 1.2469 1.4291
C -2.5790 0.8910 2.2767
C -3.7268 0.6262 1.5368
C -4.9508 0.4884 2.1731
C -5.0329 0.6184 3.5524
C -3.8899 0.8830 4.2967
C -2.6641 1.0127 3.6649
C -0.9931 3.0433 1.3143
C -1.7551 3.8305 2.1854
C -1.6632 5.2123 2.1260
C -0.8303 5.8249 1.2001
C -0.0999 5.0528 0.3062
C -0.1853 3.6731 0.3637
P 0.4648 -0.7726 2.6748
C 1.5073 -1.0525 4.1152
C 1.3491 -0.1429 5.1737
C 1.9897 -0.3735 6.3765
C 2.7939 -1.4939 6.5422
C 2.9320 -2.4094 5.5105
C 2.2851 -2.1981 4.3028
C -1.0040 -1.7293 2.9768
C -1.9031 -2.1306 1.9836
C -3.0094 -2.8925 2.3104
C -3.2341 -3.2641 3.6298
C -2.3437 -2.8812 4.6223
C -1.2192 -2.1397 4.3059
H 5.2070 0.1424 -1.4086
H 3.5404 -0.2319 -0.9317
H 4.8443 -0.1312 0.2973
H 1.8804 1.4744 -0.1960
H 2.2992 3.1080 0.3755
H 3.4821 2.1405 2.3226
H 2.9672 0.5329 1.8470
H 1.0390 2.7936 2.5844
H 1.7530 1.6874 3.7245
H -3.6700 0.5334 0.4655
H -5.8405 0.2793 1.5943
H -5.9879 0.5124 4.0489
H -3.9553 0.9935 5.3708
H -1.7743 1.2075 4.2521
H -2.4291 3.3844 2.9017
H -2.2541 5.8121 2.8049
H -0.7528 6.9037 1.1764
H 0.5366 5.5267 -0.4299
H 0.3921 3.0765 -0.3182
H 0.7097 0.7213 5.0683
H 1.8523 0.3224 7.1931
H 3.2974 -1.6609 7.4850
H 3.5302 -3.2994 5.6499
H 2.3636 -2.9506 3.5320
H -1.7493 -1.8385 0.9613
H -3.6981 -3.2002 1.5349
H -4.1001 -3.8608 3.8842
H -2.5199 -3.1668 5.6503
H -0.5305 -1.8785 5.0925
C 0.7472 1.1422 -8.8798
C 0.6167 0.7020 -7.4559
C -0.2362 -0.3433 -7.1039
C -0.3592 -0.7732 -5.7990
C -1.2811 -1.9360 -5.5141
C 0.3784 -0.0987 -4.7850
C 0.1686 -0.5229 -3.4431
O 0.6237 0.0353 -2.4200
C 1.2704 0.9602 -5.1336
C 2.1341 1.6659 -4.1239
C 1.3630 1.3309 -6.4558
H 0.1307 0.5468 -9.5482
H 1.7863 1.0696 -9.2052
H 0.4603 2.1906 -8.9806
H -0.8049 -0.8381 -7.8812
H -1.7406 -2.2778 -6.4379
H -2.0869 -1.6711 -4.8268
H -0.7378 -2.7837 -5.0920
H -0.4627 -1.4079 -3.3172
H 2.8196 0.9675 -3.6404
H 1.5430 2.1180 -3.3291
H 2.7215 2.4424 -4.6085
H 2.0435 2.1277 -6.7324
N -5.5553 3.3207 -4.3537
C -4.7301 2.7914 -3.7579
C -3.6937 2.1282 -3.0171
C -2.4564 2.7372 -2.8369
C -1.4843 2.0684 -2.1261
N -1.7085 0.8593 -1.5864
C -2.8904 0.2514 -1.7899
C -3.9049 0.8538 -2.4985
H -2.2504 3.7130 -3.2533
H -0.4933 2.4666 -2.0254
H -2.9970 -0.7482 -1.3906
H -4.8423 0.3388 -2.6544


No. 6
42
Properties=species:S:1:pos:R:3 method="wB97M-V/def2-TZVPD" homo_lumo_gap_ha=0.3195 e_above_lowest_kj_mol=0.00 total_charge=+1
Ca -0.1266 -0.4703 0.0701
Cl 0.6290 -3.8571 0.5584
O -0.7085 -3.3684 0.3576
O 0.7060 -4.4883 1.8522
O 1.0326 -4.7761 -0.3918
O 1.4150 -2.6845 0.5151
C 0.4501 4.5090 -0.0168
C -0.0366 3.1387 0.0136
N -0.4788 2.0310 -0.0609
H 1.2264 4.4909 -0.7818
H 0.9492 4.8047 0.9060
H -0.3395 5.1755 -0.3637
C 2.6087 0.7185 4.0260
C 1.6836 0.5287 2.9396
N 0.9731 0.3969 2.0797
H 2.7381 -0.2046 4.5909
H 2.2888 1.5095 4.7043
H 3.6192 0.8518 3.6398
C 4.1104 1.7904 0.3400
C 2.9951 1.1923 -0.2838
N 2.0409 0.6950 -0.7628
H 5.1423 1.6989 0.0012
H 4.1363 1.4903 1.3876
H 3.9200 2.8603 0.4246
C 1.7966 -2.1169 -4.1803
C 0.9711 -1.5564 -3.0921
N 0.3069 -1.1377 -2.2646
H 2.4177 -2.9067 -3.7576
H 2.3583 -1.3189 -4.6661
H 1.2234 -2.6545 -4.9356
C -4.7876 -1.1723 -2.0932
C -3.4189 -0.9457 -1.6130
N -2.3572 -0.8074 -1.3200
H -4.9057 -1.1780 -3.1768
H -5.4758 -0.5582 -1.5124
H -5.1434 -2.1571 -1.7905
C -4.4999 0.1813 1.4164
C -3.0977 -0.1301 1.4895
N -1.9687 -0.3708 1.5897
H -4.6195 1.1010 0.8439
H -4.7924 0.3180 2.4575
H -4.9820 -0.6226 0.8601


In the order shown, the computed energy values come out to -306.46587 -627.10177 -4760.25489 -5104.93924 -3767.29753 -2234.97149 Eh.